1.
ORCA calculation (wB97M-V/def2-TZVPD) on an isolated ion of composition C3H9BrN and charge +1 in a non-equilibrium geometry.

```
! RIJCOSX wB97M-V def2-TZVPD def2/J DEFGRID3
* xyz 1 1
C 1.266 -0.229 -1.256
N 0.947 0.401 0.061
C -0.531 0.456 0.558
C -1.554 -0.679 0.401
Br -0.384 1.153 2.460
H 1.078 -1.285 -1.075
H 0.550 0.211 -2.015
H 2.180 0.069 -1.507
H 1.145 1.377 0.192
H 1.414 0.034 0.941
H -0.877 1.383 0.219
H -1.061 -1.677 0.617
H -1.887 -0.642 -0.664
H -2.286 -0.572 1.068
*
```

The calculation puts the HOMO energy at -14.96 eV. As for the SMILES: C[NH2+][C@@H](C)Br. Its HOMO-LUMO gap is 0.41152 Ha.

---

2.
ORCA calculation (wB97M-V/def2-TZVPD) on C27H24F12InN3O5PS as an isolated structure in a non-equilibrium geometry.

```
! RIJCOSX wB97M-V def2-TZVPD def2/J DEFGRID3
* xyz 2 2
In 1.072 0.469 0.615
O 1.461 -1.753 1.226
C 0.281 -1.972 1.521
N -0.306 -2.845 2.336
C -1.661 -2.392 2.680
C -1.797 -1.339 1.574
O -2.965 -0.759 1.289
N -0.684 -1.128 0.966
C -2.690 -3.527 2.778
C -3.764 -3.692 1.914
C -4.678 -4.722 2.110
C -4.530 -5.589 3.176
C -3.463 -5.425 4.050
C -2.554 -4.401 3.856
C -1.652 -1.646 4.049
C -0.494 -1.536 4.809
C -0.564 -1.059 6.113
C -1.780 -0.683 6.654
C -2.932 -0.761 5.882
C -2.868 -1.229 4.581
H 0.205 -3.511 2.896
H -3.933 -3.011 1.100
H -5.515 -4.833 1.432
H -5.252 -6.378 3.339
H -3.344 -6.089 4.897
H -1.740 -4.267 4.562
H 0.472 -1.826 4.414
H 0.341 -0.991 6.704
H -1.826 -0.312 7.669
H -3.886 -0.468 6.302
H -3.773 -1.284 3.984
O 3.948 -0.806 -0.051
N 3.463 -0.292 0.825
F 0.254 0.150 -1.499
P 1.166 1.393 -2.258
F 2.086 2.538 -2.754
F 2.380 0.752 -1.288
F -0.152 1.925 -2.933
F 0.799 2.251 -0.873
F 1.504 0.396 -3.409
C 0.084 3.879 1.659
C 0.441 2.657 2.494
O -0.031 1.427 1.986
C -0.211 2.798 3.895
F 0.273 1.891 4.753
F -1.535 2.585 3.774
F -0.032 4.010 4.418
C 1.975 2.545 2.648
F 2.523 3.479 3.389
F 2.531 2.582 1.387
F 2.341 1.331 3.129
H -0.999 3.941 1.567
H 0.511 3.795 0.665
H 0.457 4.784 2.133
C -2.361 -2.483 -5.231
C -2.558 -1.810 -3.907
C -2.670 -0.421 -3.809
C -2.872 0.198 -2.593
C -2.928 -0.597 -1.449
C -2.814 -1.987 -1.503
C -2.630 -2.576 -2.733
S -3.196 0.284 0.019
C -4.899 0.525 0.366
O -2.459 1.492 0.130
H -2.359 -1.768 -6.051
H -3.157 -3.209 -5.407
H -1.417 -3.031 -5.240
H -2.577 0.191 -4.698
H -2.959 1.277 -2.536
H -2.843 -2.602 -0.619
H -2.520 -3.653 -2.792
H -5.282 1.187 -0.413
H -4.962 0.996 1.348
H -5.413 -0.437 0.350
*
```

The calculation puts the HOMO energy (alpha / beta) at -14.37 / -14.37 eV. The expectation value of S² is 0.752. Its HOMO-LUMO gap (alpha / beta) is 0.28118 / 0.26590 Ha.

---

Values of relative energy (zero: lowest compared OMol25 entry of this formula, charge and spin), in order: 33.6; 12.0, all in kcal/mol.